(1)
The following is a quantum chemistry calculation of C44H120As6F36N8O8 as an isolated structure at a distorted geometry, from the OMol25 dataset.

Positions of all 222 atoms, in Å:
As  2.35  10.08  -2.41
As  4.15  -5.24  6.92
As  -2.41  -8.31  -5.42
As  4.46  -1.33  -9.19
As  10.23  -6.56  -1.67
As  10.26  3.61  3.47
F  -3.05  -8.40  -3.72
F  -3.93  -9.11  -5.97
F  1.62  9.84  -0.85
F  4.80  -5.67  5.28
F  -3.17  -6.69  -5.62
F  11.97  4.14  3.46
F  5.12  -0.45  -7.88
F  0.70  10.07  -3.16
F  3.36  -2.35  -8.22
F  4.94  -6.71  7.68
F  8.52  3.22  3.53
F  10.51  -6.04  -3.43
F  10.41  2.88  1.89
F  10.82  -8.25  -1.99
F  4.01  -2.53  -10.53
F  -0.88  -7.58  -4.85
F  3.65  -4.73  8.55
F  5.58  -0.42  -10.28
F  5.77  -2.50  -8.78
F  9.63  -4.93  -1.22
F  8.58  -7.09  -2.10
F  2.23  11.88  -2.27
F  2.69  -6.19  6.74
F  3.38  -3.80  6.18
F  10.12  4.23  5.21
F  3.11  -0.15  -9.56
F  3.10  10.29  -4.04
F  3.97  10.16  -1.65
F  5.74  -4.39  7.19
F  10.85  2.05  4.17
F  9.80  5.26  2.83
F  11.99  -6.17  -1.42
F  2.48  8.27  -2.63
F  -1.73  -8.28  -7.10
F  10.08  -7.07  0.07
F  -1.77  -9.92  -5.19
O  4.14  7.87  -10.40
O  -3.40  -0.93  8.35
O  2.72  3.99  6.40
O  -10.59  -7.00  -1.93
O  -6.21  14.52  6.58
O  -2.95  2.25  -9.79
O  3.77  -14.09  5.71
O  -0.75  1.83  -1.46
N  4.52  3.84  8.49
N  -2.64  0.35  -11.92
N  6.09  8.71  -8.79
N  -5.80  13.71  2.87
N  4.29  -12.91  3.14
N  -3.24  -3.55  9.77
N  1.23  -0.38  -1.10
N  -12.81  -8.00  -3.46
C  -3.80  -4.58  7.56
C  1.62  4.46  5.67
C  -3.44  12.71  3.58
C  2.39  3.18  7.53
C  5.27  -12.75  4.37
C  -4.06  -2.16  7.94
C  2.05  -11.96  2.23
C  -9.50  -6.18  -1.69
C  -0.57  -2.23  -0.46
C  -3.23  -3.37  8.22
C  4.81  6.80  -9.74
C  0.59  0.00  -2.53
C  2.98  1.62  -1.20
C  5.01  -12.38  1.88
C  -4.23  13.86  2.83
C  -4.05  1.52  -10.25
C  6.43  -12.98  1.55
C  3.09  -14.43  6.95
C  -6.50  14.84  2.08
C  0.20  -0.89  -0.07
C  -11.32  -9.68  -4.63
C  -10.32  -7.94  -3.01
C  -3.09  -0.76  -9.66
C  -6.52  15.67  7.31
C  -5.77  12.04  0.86
C  3.57  2.64  8.29
C  2.33  -1.46  -1.30
C  -6.32  13.73  4.34
C  2.96  7.45  -11.01
C  -0.06  1.44  -2.65
C  -11.53  -8.80  -3.35
C  1.92  0.84  -0.33
C  4.61  -12.92  5.71
C  6.53  6.34  -7.97
C  -4.13  0.31  8.28
C  3.95  -14.38  2.90
C  3.02  2.03  9.61
C  -6.30  12.33  2.24
C  -5.83  14.87  5.20
C  -1.59  2.92  -1.70
C  6.19  7.25  -9.18
C  -3.21  3.51  -9.31
C  -3.66  0.14  -10.80
C  2.97  -12.07  3.46
H  -3.88  -0.98  -8.95
H  -2.47  2.69  -2.30
H  -1.14  -2.71  0.34
H  1.50  0.02  -3.13
H  -9.81  -5.68  -0.77
H  -4.15  -3.34  10.16
H  5.78  6.35  -7.19
H  3.07  -1.01  -1.96
H  -4.94  0.49  8.98
H  2.37  -13.68  7.29
H  -0.53  -0.09  0.03
H  -2.49  -2.92  10.00
H  2.54  1.08  9.39
H  -3.52  12.70  4.67
H  7.49  6.51  -7.48
H  -6.48  15.56  8.40
H  2.52  -12.52  4.34
H  2.36  0.57  0.62
H  2.57  -11.43  1.44
H  -3.79  14.80  3.18
H  5.27  -12.90  6.58
H  -3.51  4.11  -10.17
H  2.78  -1.68  -0.33
H  -9.58  -8.70  -2.78
H  1.81  4.63  4.61
H  -7.58  14.70  2.12
H  -7.40  13.86  4.22
H  -5.91  11.02  0.49
H  0.81  -1.10  0.81
H  -12.85  -7.44  -4.30
H  -3.40  1.10  8.47
H  -4.82  -4.80  7.89
H  -4.89  1.43  -9.56
H  0.01  -3.08  -0.82
H  -2.74  1.18  -12.48
H  -13.64  -8.57  -3.35
H  3.41  2.59  -0.92
H  2.95  1.67  -2.29
H  -7.57  15.96  7.21
H  4.97  5.94  -10.39
H  3.76  -14.74  7.75
H  3.85  0.98  -1.04
H  6.60  -14.02  1.84
H  -2.25  3.93  -9.00
H  -2.39  12.80  3.32
H  5.06  -11.30  1.99
H  -2.89  -4.45  10.08
H  4.87  -14.93  3.11
H  -12.14  -10.39  -4.78
H  4.20  6.53  -8.88
H  -2.25  -0.21  -9.24
H  -7.38  12.47  2.23
H  5.75  9.25  -9.57
H  -6.29  15.79  2.56
H  -0.06  -0.77  -2.92
H  3.12  7.28  -12.07
H  -2.19  -3.25  7.91
H  -8.57  -6.74  -1.55
H  -4.75  14.91  5.35
H  0.81  3.74  5.79
H  7.20  -12.42  2.09
H  -10.47  -10.36  -4.58
H  -0.73  1.36  -3.51
H  -1.22  -2.02  -1.31
H  1.84  2.33  7.12
H  -6.06  12.75  4.76
H  6.05  -13.49  4.23
H  -3.19  -5.43  7.86
H  -10.11  -7.40  -3.93
H  3.89  1.80  10.23
H  -2.55  -0.49  -12.49
H  1.51  -12.86  1.90
H  5.53  -11.70  4.24
H  -11.75  -9.40  -2.47
H  -6.18  14.94  1.05
H  1.21  5.36  6.14
H  4.96  3.96  7.59
H  0.63  2.24  -2.94
H  2.13  8.13  -10.82
H  -6.07  15.88  4.88
H  1.75  3.77  8.19
H  1.09  1.52  -0.09
H  1.22  -11.33  2.56
H  -2.79  -1.76  -9.98
H  2.43  -15.27  6.73
H  7.01  7.32  -9.90
H  -1.99  3.38  -0.79
H  3.91  -12.11  5.94
H  -1.02  3.66  -2.27
H  5.50  8.93  -8.00
H  -9.43  -5.47  -2.51
H  2.30  2.64  10.16
H  -4.00  13.82  1.77
H  -1.78  0.51  -11.42
H  4.30  -12.57  1.07
H  5.11  3.77  9.30
H  -3.80  -4.64  6.47
H  -4.06  3.42  -8.62
H  -4.45  -0.36  -11.36
H  1.88  -2.31  -1.80
H  -4.55  2.10  -11.03
H  6.66  5.35  -8.41
H  -5.09  -2.15  8.28
H  -4.47  0.55  7.27
H  7.01  9.07  -8.58
H  3.73  -14.41  1.83
H  -5.98  11.54  2.92
H  6.70  -12.94  0.50
H  3.14  -14.90  3.42
H  3.42  -11.11  3.69
H  3.95  4.66  8.67
H  -11.18  -9.08  -5.53
H  -4.24  -2.10  6.87
H  -5.90  16.49  6.96
H  2.61  6.49  -10.63
H  -3.90  11.80  3.17
H  4.12  1.89  7.71
H  -6.04  12.73  0.06
H  -4.68  12.15  0.88
H  -12.94  -7.32  -2.72

The value obtained for the total energy is -538720.6952 eV. Its total charge is +2. The HOMO energy is -10.265 eV. For the LUMO energy, the calculation gives -4.26 eV. The frontier orbital gap is 6.002 eV. Its multiplicity is 1. The molar mass is 2022.95 g mol⁻¹.



(2)
The following is a quantum chemistry calculation of a 12-piece molecular cluster, C44H122N10O12 overall at a distorted geometry, from the OMol25 dataset.

Positions of all 188 atoms, in Å:
O  5.54  -2.71  0.30
O  -0.64  -4.51  -3.73
O  0.19  -7.37  2.34
O  0.09  3.33  -4.89
O  -1.50  4.66  1.39
O  5.45  0.86  4.21
O  -5.58  2.53  -0.56
O  -4.29  -1.28  -3.55
O  4.39  0.82  -2.76
O  -0.48  3.06  4.66
O  0.22  0.10  1.63
O  -3.80  -0.37  4.40
N  3.40  -1.66  3.12
N  -1.66  -4.36  1.28
N  -1.13  -1.74  -0.02
N  1.84  4.56  4.88
N  -4.54  -2.00  0.03
N  0.82  4.98  -1.43
N  -0.65  -2.02  3.59
N  3.78  4.44  -3.05
N  -2.85  1.24  -5.06
N  0.09  -6.42  -6.76
C  0.37  4.67  -5.19
C  -1.08  5.01  0.04
C  -1.08  -4.92  -2.49
C  0.02  -1.01  -0.51
C  4.03  -0.46  0.97
C  -1.74  -1.57  4.52
C  -1.32  -0.85  5.77
C  3.89  -1.76  1.71
C  3.65  2.02  -2.96
C  -1.27  3.00  -5.07
C  -0.65  -6.23  2.37
C  4.57  3.24  -2.72
C  0.12  0.32  0.24
C  -3.41  2.19  -1.83
C  1.03  6.19  0.61
C  5.90  2.02  3.47
C  -4.97  0.02  3.76
C  1.27  3.85  5.99
C  -0.46  -5.65  -4.55
C  0.82  -4.55  1.01
C  -0.43  0.68  -5.44
C  -0.47  -8.34  1.57
C  -2.65  -0.69  3.67
C  4.73  2.93  3.22
C  -0.28  -5.25  -6.03
C  0.42  1.26  2.46
C  -1.81  2.64  4.45
C  3.64  -0.36  -2.47
C  -6.38  -2.55  -1.54
C  6.84  -3.14  0.08
C  4.92  3.24  -1.25
C  -3.47  -2.33  -4.03
C  5.28  -2.52  1.68
C  -0.22  3.61  5.91
C  -1.48  1.55  -4.77
C  0.40  5.02  -0.07
C  -1.59  -4.72  -6.57
C  -0.55  -5.26  1.17
C  -4.14  2.48  -0.51
C  -2.59  5.31  1.85
C  -4.89  -2.33  -1.32
C  -0.29  -0.80  -2.04
C  -4.31  -1.18  -2.16
C  1.51  4.49  7.38
H  0.46  -4.43  -5.92
H  1.63  5.56  4.81
H  -4.03  -3.27  -4.15
H  -3.35  -1.04  -1.61
H  1.43  1.70  2.29
H  6.10  -1.95  2.22
H  -1.99  -5.50  -2.45
H  7.58  -2.55  0.62
H  2.12  6.20  0.49
H  -2.46  3.43  4.87
H  -1.71  -6.60  2.42
H  -1.50  -8.46  1.88
H  4.35  5.26  -2.81
H  -1.59  -3.67  0.51
H  -4.88  -0.28  -1.99
H  1.51  3.72  8.18
H  -0.84  0.87  0.02
H  0.62  4.14  -1.91
H  -5.41  -0.87  3.25
H  -0.82  0.12  5.51
H  1.80  5.06  -1.58
H  4.93  3.94  2.86
H  -4.31  -3.19  -1.62
H  -3.54  5.22  1.25
H  2.52  4.97  7.45
H  -1.95  -1.20  -0.24
H  -0.53  -5.67  3.30
H  -2.40  6.44  1.97
H  3.79  -0.83  3.55
H  -4.82  0.89  3.06
H  -1.93  -3.83  -6.02
H  0.58  6.19  1.60
H  -0.69  -5.86  0.31
H  -0.80  4.54  6.07
H  -0.57  -0.39  -5.12
H  -3.03  1.23  -6.04
H  3.03  -0.08  0.64
H  0.19  -2.13  4.19
H  5.43  3.07  -3.33
H  -5.79  2.93  -1.43
H  -1.46  6.05  -0.13
H  3.57  4.50  -4.02
H  -0.56  3.06  6.82
H  -0.62  -1.45  6.37
H  -1.54  4.34  -0.70
H  -5.75  0.20  4.54
H  3.10  -0.21  -1.49
H  0.65  0.88  -5.20
H  -0.58  0.68  -6.47
H  3.24  -2.38  1.14
H  5.54  4.11  -1.14
H  -3.09  -2.04  -5.01
H  1.66  -5.31  0.98
H  -3.76  3.40  -0.06
H  -2.35  -5.48  -6.45
H  -2.87  -1.28  2.78
H  2.84  2.13  -2.16
H  -1.33  1.39  -3.71
H  -3.97  2.69  -2.65
H  5.15  -3.50  2.15
H  -1.17  -1.72  1.01
H  0.62  7.09  0.18
H  -6.80  -3.47  -1.06
H  -1.55  -3.90  2.18
H  7.12  -3.15  -0.99
H  0.73  5.21  7.63
H  -1.88  2.46  3.35
H  4.10  2.48  2.48
H  0.70  4.06  0.48
H  -0.35  -6.36  -7.68
H  -1.27  -0.32  -2.18
H  -4.56  -2.82  0.57
H  -0.39  -5.53  -1.88
H  -2.78  4.95  2.83
H  -5.16  -1.26  0.39
H  -3.92  1.68  0.18
H  -2.25  -0.65  6.34
H  -1.47  3.13  -6.19
H  1.11  -6.49  -6.84
H  0.96  -1.54  -0.33
H  2.40  -1.59  3.18
H  2.91  -0.54  -3.35
H  1.76  2.87  6.04
H  0.36  0.98  3.49
H  -1.59  -4.43  -7.61
H  7.03  -4.24  0.44
H  6.37  1.61  2.57
H  4.41  -1.09  -2.28
H  4.17  3.06  4.11
H  -6.59  -2.71  -2.61
H  -1.34  -4.01  -1.94
H  4.07  3.35  -0.61
H  0.41  -6.18  -4.20
H  5.08  1.11  5.05
H  -2.35  2.55  -1.77
H  -0.06  5.39  -4.44
H  0.74  -4.04  0.08
H  -1.34  -6.33  -4.35
H  1.07  -3.85  1.84
H  -3.54  1.14  -2.12
H  -1.96  1.67  4.94
H  1.46  4.75  -5.18
H  -0.35  -1.21  3.00
H  -2.09  0.21  3.39
H  1.53  4.18  3.98
H  -0.22  -1.79  -2.48
H  -0.47  -8.07  0.47
H  -3.08  0.36  -4.62
H  5.47  2.37  -1.00
H  4.47  0.34  1.57
H  6.79  2.44  3.97
H  0.03  4.91  -6.19
H  3.23  2.07  -3.91
H  -2.36  -2.46  4.79
H  -0.32  2.05  2.16
H  0.44  -0.15  -2.50
H  0.93  0.97  -0.15
H  -6.91  -1.67  -1.26
H  0.08  -9.27  1.71
H  -2.00  3.66  -4.53
H  4.63  -0.70  0.07
H  -2.63  -2.42  -3.35

The value obtained for the total energy is -87070.1203 eV. The HOMO energy is -8.435 eV. For the LUMO energy, the calculation gives 0.63 eV. The frontier orbital gap is 9.066 eV. Its multiplicity is 1. The molar mass is 983.52 g mol⁻¹. For the energy above the lowest of the compared OMol25 structures with the same formula, charge and spin, the calculation gives 34.2 kcal/mol.